Here is a structure of composition C17H22BaN2 at a distorted geometry from the OMol25 dataset. Energies are from ωB97M-V/def2-TZVPD.

ΔE to the lowest compared entry with this formula, charge and spin ... 0.00 kJ/mol
Total charge ... -2
F_max ... 3.07 eV/A

Positions of all 42 atoms, in Å:
1 C 2.17130 1.75610 -2.51476
2 C 3.13897 1.12584 -1.66563
3 C 2.85977 1.51409 -0.30662
4 C 1.71924 2.39286 -0.32479
5 C 1.29147 2.53022 -1.69002
6 Ba 0.46882 -0.15122 -0.69107
7 C 1.38319 -1.95189 -2.79715
8 C 0.33144 -1.23903 -3.47866
9 C 0.42699 -1.09985 -4.87922
10 N -0.70494 -0.58978 -2.86439
11 H 3.45389 1.25156 0.56869
12 H 3.97199 0.50605 -2.00092
13 H 1.26890 2.87498 0.54149
14 H 0.44731 3.13095 -2.05096
15 H 2.12820 1.67786 -3.60724
16 H 2.37784 -1.76589 -3.16594
17 H -1.26205 -0.07355 -3.54481
18 H 1.22178 -2.56808 -1.88226
19 H 1.21657 -1.65769 -5.35220
20 H -0.36577 -0.59072 -5.42820
21 C 1.03349 -1.75220 1.74731
22 N -0.23763 -2.00091 2.40208
23 C -0.20241 -1.46857 3.74226
24 C -1.50128 -1.75461 1.66129
25 C -2.01732 -0.31642 1.62338
26 C -3.06828 0.10297 2.47864
27 C -3.44534 1.47071 2.46459
28 C -2.80582 2.40596 1.62352
29 C -1.76110 1.97101 0.76199
30 C -1.48757 0.63440 0.82395
31 H 1.89901 -2.15582 2.30280
32 H 1.24099 -0.64571 1.73511
33 H 1.04606 -2.24773 0.75778
34 H -0.17682 -0.36131 3.76433
35 H -1.07477 -1.83582 4.29063
36 H 0.73995 -1.83350 4.17473
37 H -1.37910 -2.18192 0.63929
38 H -2.25789 -2.34799 2.20285
39 H -3.53162 -0.64894 3.12255
40 H -4.23768 1.78796 3.11370
41 H -3.10538 3.46089 1.61240
42 H -1.21440 2.64476 0.08946

Cartesian forces, eV/Å:
0.235 0.129 0.920
-0.745 0.939 0.381
-0.245 0.683 -0.986
0.736 -0.007 -0.764
0.878 -0.241 0.323
0.974 0.031 -2.325
-0.494 -0.282 1.152
-0.424 0.542 -2.118
0.334 -0.077 0.581
-0.501 -0.397 1.144
-0.173 0.008 -0.153
-0.388 0.067 0.125
0.062 -0.152 -0.169
0.353 -0.331 0.210
-0.131 -0.182 0.582
0.257 -0.474 0.028
0.198 -0.409 0.023
0.147 0.380 -0.601
-0.035 -0.111 -0.593
0.295 0.038 -0.101
-0.067 0.493 0.161
0.253 -0.523 0.001
0.157 0.049 -0.323
0.081 -0.067 0.139
-1.928 0.469 1.752
0.621 0.208 -0.451
0.587 -0.691 -0.423
0.536 -0.040 -0.493
-2.202 0.301 1.805
2.479 -0.337 -1.776
-0.569 -0.214 0.083
0.079 -0.719 -0.376
0.118 0.376 0.439
-0.148 -0.182 0.082
0.140 0.143 0.175
-0.362 0.057 0.338
-0.140 0.269 0.594
0.129 -0.085 -0.289
-0.305 0.387 0.171
-0.349 0.218 0.249
-0.144 -0.242 0.263
-0.298 -0.024 0.220

Results of the Löwdin charge analysis, in e, for atoms 1 through 4: -0.21 -0.24 -0.31 -0.34

=====

Here is a structure of composition C29H31CeCl4F3N5O2SSi at a distorted geometry from the OMol25 dataset. Energies are from ωB97M-V/def2-TZVPD.

ΔE to the lowest compared entry with this formula, charge and spin ... 159.68 kJ/mol
Total charge ... -1
F_max ... 4.72 eV/A

Positions of all 77 atoms, in Å:
1 Ce 0.30369 0.24791 0.44769
2 Cl 7.17363 -1.45213 -0.64581
3 C 5.61458 -1.09881 0.09587
4 C 5.36834 -1.48554 1.42163
5 Cl 6.68123 -2.14777 2.35165
6 C 4.12883 -1.39970 1.97331
7 Cl 3.79722 -1.64409 3.64410
8 C 3.07688 -0.94630 1.14462
9 O 1.81490 -0.94538 1.48766
10 C 3.26057 -0.50235 -0.13852
11 O 2.18870 -0.14649 -0.76977
12 C 4.58646 -0.51066 -0.62929
13 Cl 4.74541 -0.01354 -2.32777
14 C -1.54129 -1.43284 3.91373
15 C -1.00241 -0.03002 3.97370
16 C -1.23529 0.67626 5.18745
17 C -0.59496 1.90813 5.26363
18 C 0.13721 2.35638 4.21746
19 C 0.26720 1.61129 3.04345
20 N -0.31203 0.38306 2.94496
21 N 0.95220 1.99032 1.94212
22 Si 2.09195 3.33730 1.90061
23 C 3.52556 3.12573 3.17212
24 C 2.99057 3.43553 0.23860
25 C 1.26658 4.93573 2.30766
26 H -2.37823 -1.37684 3.18520
27 H -1.85057 -1.82593 4.79072
28 H -0.73759 -2.02917 3.45495
29 H -1.86575 0.28020 5.98607
30 H -0.69852 2.37094 6.23461
31 H 0.65808 3.28439 4.25207
32 H 3.88345 2.07926 2.98767
33 H 3.06843 3.11999 4.16896
34 H 4.35539 3.73672 3.20368
35 H 3.18590 2.37807 -0.04798
36 H 3.91182 4.04989 0.31598
37 H 2.24674 3.76383 -0.55287
38 H 0.73069 5.03242 3.24350
39 H 0.58473 5.33631 1.52354
40 H 2.09816 5.68949 2.43469
41 N -0.54685 -2.12177 0.19792
42 C 0.42450 -3.10104 -0.24447
43 C 0.04736 -3.85505 -1.51619
44 C -0.62308 -2.98815 -2.62411
45 C 0.29484 -1.86792 -3.15008
46 N 0.11348 -0.57648 -2.27089
47 H -0.74581 -2.34417 1.15405
48 H -1.44124 -2.26235 -0.29539
49 H 0.76196 -3.71948 0.56368
50 H 1.24646 -2.40877 -0.57208
51 H -0.67987 -4.60159 -1.28981
52 H 0.93349 -4.32042 -1.95217
53 H -1.54003 -2.55350 -2.22239
54 H -0.89046 -3.74112 -3.42558
55 H 0.12974 -1.72113 -4.21078
56 H 1.34481 -2.04860 -2.97607
57 H -0.69441 -0.16324 -2.70510
58 H 0.85428 -0.00507 -2.60762
59 S -0.59002 2.42064 -3.68760
60 C -0.11226 2.43973 -2.11450
61 N 0.27132 2.06474 -1.08825
62 F -7.08184 0.13695 -5.52926
63 C -6.10066 -0.83420 -5.44694
64 F -6.68590 -2.01531 -5.35515
65 F -5.48963 -0.69650 -6.59953
66 C -5.21889 -0.63461 -4.20555
67 C -5.07882 -1.70655 -3.33733
68 C -4.26533 -1.59253 -2.22273
69 C -3.64989 -0.39914 -1.93736
70 C -3.83242 0.67091 -2.78630
71 C -4.64070 0.60029 -3.92916
72 C -2.95425 -0.19460 -0.75756
73 C -2.22984 0.10169 0.21329
74 H -5.49905 -2.66443 -3.59538
75 H -3.94861 -2.51845 -1.69482
76 H -3.48690 1.64008 -2.53808
77 H -4.87390 1.43958 -4.58238

Cartesian forces, eV/Å:
0.194 -0.035 -0.531
-0.725 0.394 0.250
0.312 -0.017 -0.039
1.799 -0.391 -0.454
-0.062 0.060 0.083
-1.636 0.887 -0.448
0.005 -0.266 -0.006
-0.012 -0.905 1.675
-0.859 -0.100 1.325
2.102 0.152 -0.796
-0.111 0.754 -0.621
-0.789 -0.201 -1.394
0.224 -0.267 0.943
0.864 1.463 -4.400
-1.483 -1.164 2.779
0.564 -0.255 -1.799
-0.927 -1.088 1.226
0.532 0.677 -0.136
0.250 -0.122 -0.595
0.258 0.908 -0.058
0.671 0.310 -0.222
0.905 -0.399 -0.007
-2.618 -2.803 -0.085
-1.504 -0.463 -0.499
0.246 2.028 -0.364
0.266 -0.418 0.333
-0.919 -1.109 2.866
-0.348 -0.180 0.238
0.376 0.005 -0.362
0.284 0.803 -0.157
0.188 0.457 0.219
-0.131 0.660 0.261
0.184 -0.087 0.058
1.618 1.652 -0.342
0.407 0.616 0.115
-0.635 -0.433 -0.278
1.140 0.033 0.776
-0.208 -0.346 0.211
0.470 -0.367 0.343
-0.630 -0.562 -0.368
-1.606 -0.946 0.155
2.027 1.726 -2.191
-0.453 0.849 -0.239
1.006 -0.906 -0.124
-0.466 0.900 2.157
-0.905 -2.326 -1.734
-0.479 0.085 0.760
0.505 0.558 0.443
0.218 -0.434 0.274
0.114 -1.217 0.446
-0.459 -1.002 0.285
-0.005 -0.105 0.209
-0.134 0.043 -0.344
0.123 1.080 0.606
-0.093 0.523 -0.153
0.365 -0.738 -0.229
-0.668 0.593 0.150
0.864 0.822 0.027
-0.037 0.834 0.302
-0.554 -1.045 -2.332
0.354 0.640 1.790
0.022 -0.606 0.511
-0.189 1.869 2.009
-0.667 -0.634 -0.796
1.017 -0.608 -1.030
-0.892 0.110 -0.807
0.718 -0.202 -0.180
0.171 -1.947 -0.552
-0.760 0.333 -0.332
-1.514 1.073 -1.637
0.222 -0.952 0.413
2.582 0.799 3.032
-1.001 -0.434 -1.391
-0.113 -0.057 0.068
-0.706 0.864 0.011
0.739 0.600 0.398
0.388 -0.022 0.285

Results of the Löwdin charge analysis, in e, for atoms 1 through 4: 1.15 0.61 -0.68 -0.71

=====

Here is a cluster of 3 separate species, C12H29O6P in total from the OMol25 dataset. Energies are from ωB97M-V/def2-TZVPD.

SMILES string ... CC[C@H](C)[PH4].CCOC(=O)OC.CCOC(=O)OC
ΔE to the lowest compared entry with this formula, charge and spin ... 14.40 kJ/mol
F_max ... 0.77 eV/A

Positions of all 48 atoms, in Å:
1 C 0.42006 3.70549 0.13339
2 C -0.53661 2.91089 1.03079
3 C -1.77214 2.39245 0.29430
4 C -1.36408 1.43600 -0.83633
5 P -2.85088 3.86996 -0.31529
6 H 1.45402 3.40562 0.24820
7 H 0.37068 4.76332 0.37134
8 H 0.11888 3.62186 -0.90440
9 H -0.84217 3.48308 1.90350
10 H -0.01059 2.04300 1.42375
11 H -2.37427 1.83153 1.00067
12 H -1.61954 0.42612 -0.52936
13 H -1.91030 1.61902 -1.76097
14 H -0.29882 1.44732 -1.02672
15 H -2.05333 4.80932 0.40700
16 H -2.61642 3.52350 -1.68660
17 H -3.98403 3.36612 0.38879
18 H -3.65604 4.99427 -0.79380
19 C 4.57459 -2.06526 -0.76424
20 C 3.76248 -1.93937 -2.03554
21 O 2.92082 -0.77552 -2.02408
22 C 3.53385 0.38069 -2.28215
23 O 4.69164 0.52304 -2.58147
24 O 2.62133 1.35321 -2.21413
25 C 3.13081 2.66678 -2.45607
26 H 3.91935 -2.05444 0.10790
27 H 5.13531 -2.99978 -0.76868
28 H 5.28083 -1.24269 -0.66508
29 H 3.07668 -2.77934 -2.12857
30 H 4.39799 -1.92307 -2.92057
31 H 3.65088 2.72194 -3.40950
32 H 3.79975 2.96595 -1.65036
33 H 2.27144 3.33091 -2.47299
34 C -0.41782 -2.12524 1.12127
35 C -1.35061 -3.05534 0.37661
36 O -1.79236 -4.14826 1.19714
37 C -2.75425 -3.85633 2.07267
38 O -3.31685 -2.79705 2.18709
39 O -3.03912 -4.96634 2.75864
40 C -4.05779 -4.80403 3.74820
41 H 0.42677 -2.67929 1.53369
42 H -0.03722 -1.35624 0.44837
43 H -0.92775 -1.63319 1.94840
44 H -0.82955 -3.52211 -0.45698
45 H -2.21476 -2.52438 -0.02254
46 H -4.96514 -4.39448 3.31043
47 H -3.70656 -4.15509 4.54888
48 H -4.25914 -5.79457 4.14539

Cartesian forces, eV/Å:
-0.399 0.442 0.307
0.073 -0.480 -0.036
0.547 0.207 -0.477
-0.499 -0.191 0.557
-0.171 0.116 0.121
0.171 -0.167 -0.087
0.067 0.220 0.022
0.185 -0.125 -0.308
0.005 0.234 0.110
0.109 -0.135 0.162
-0.316 0.015 0.235
0.033 -0.270 -0.101
0.055 0.094 -0.227
0.221 0.095 -0.231
-0.028 -0.080 0.041
0.022 -0.071 -0.008
0.003 0.067 -0.113
-0.052 -0.016 0.020
-0.029 0.189 0.080
0.163 -0.298 0.009
-0.010 0.105 0.125
-0.091 -0.056 -0.403
-0.062 0.009 0.187
0.011 -0.026 0.094
-0.019 0.212 0.029
-0.017 -0.074 -0.017
-0.019 -0.023 -0.017
0.033 0.001 -0.067
-0.106 0.085 -0.016
0.025 0.116 0.027
0.063 -0.099 0.014
0.074 -0.031 -0.048
-0.069 -0.101 0.036
-0.002 -0.016 0.212
0.139 0.245 -0.222
0.039 -0.013 0.161
-0.299 -0.127 -0.322
0.163 -0.035 0.117
0.103 0.075 0.031
-0.081 -0.053 0.127
0.028 -0.015 -0.086
0.011 -0.023 -0.038
-0.075 0.026 -0.039
-0.034 -0.131 0.047
-0.047 -0.001 0.113
0.030 0.073 -0.025
-0.037 0.064 -0.034
0.089 -0.034 -0.061

Results of the natural (NBO) charge analysis, in e, for atoms 1 through 4: -0.63 -0.41 -0.54 -0.63

=====

Here is the ion CH3Cl3N2P with charge +1 at a distorted geometry from the OMol25 dataset. Energies are from ωB97M-V/def2-TZVPD.

SMILES string ... CN=[N+]=P(Cl)(Cl)Cl
ΔE to the lowest compared entry with this formula, charge and spin ... 38.70 kJ/mol
Total charge ... +1
F_max ... 2.92 eV/A

Positions of all 10 atoms, in Å:
1 C -0.11341 0.04490 0.28380
2 N -1.38049 -0.40500 -0.10508
3 N -2.33916 0.34280 -0.05655
4 P -3.89650 -0.04901 -0.05160
5 Cl -4.56294 -1.96562 0.06696
6 Cl -4.64758 0.89516 -1.62362
7 Cl -4.44585 0.99984 1.53315
8 H 0.14750 -0.31212 1.36299
9 H -0.07512 1.06365 0.42866
10 H 0.63224 -0.32913 -0.49252

Cartesian forces, eV/Å:
2.207 -1.305 0.383
-0.820 -2.669 0.315
2.211 1.397 0.388
-2.895 -0.277 -0.302
0.648 1.587 -0.110
0.123 -0.634 0.433
-0.213 -0.726 -0.236
-0.590 -0.341 -2.010
0.128 2.632 -0.210
-0.798 0.335 1.348

Results of the natural (NBO) charge analysis, in e, for atoms 1 through 4: -0.50 0.04 -0.55 1.44

=====

> Which formula does entry 4 have?

CH3Cl3N2P

=====

What did the first record say?
Here is a structure of composition C17H22BaN2 at a distorted geometry from the OMol25 dataset. Energies are from ωB97M-V/def2-TZVPD.

ΔE to the lowest compared entry with this formula, charge and spin ... 0.00 kJ/mol
Total charge ... -2
F_max ... 3.07 eV/A

Positions of all 42 atoms, in Å:
1 C 2.17130 1.75610 -2.51476
2 C 3.13897 1.12584 -1.66563
3 C 2.85977 1.51409 -0.30662
4 C 1.71924 2.39286 -0.32479
5 C 1.29147 2.53022 -1.69002
6 Ba 0.46882 -0.15122 -0.69107
7 C 1.38319 -1.95189 -2.79715
8 C 0.33144 -1.23903 -3.47866
9 C 0.42699 -1.09985 -4.87922
10 N -0.70494 -0.58978 -2.86439
11 H 3.45389 1.25156 0.56869
12 H 3.97199 0.50605 -2.00092
13 H 1.26890 2.87498 0.54149
14 H 0.44731 3.13095 -2.05096
15 H 2.12820 1.67786 -3.60724
16 H 2.37784 -1.76589 -3.16594
17 H -1.26205 -0.07355 -3.54481
18 H 1.22178 -2.56808 -1.88226
19 H 1.21657 -1.65769 -5.35220
20 H -0.36577 -0.59072 -5.42820
21 C 1.03349 -1.75220 1.74731
22 N -0.23763 -2.00091 2.40208
23 C -0.20241 -1.46857 3.74226
24 C -1.50128 -1.75461 1.66129
25 C -2.01732 -0.31642 1.62338
26 C -3.06828 0.10297 2.47864
27 C -3.44534 1.47071 2.46459
28 C -2.80582 2.40596 1.62352
29 C -1.76110 1.97101 0.76199
30 C -1.48757 0.63440 0.82395
31 H 1.89901 -2.15582 2.30280
32 H 1.24099 -0.64571 1.73511
33 H 1.04606 -2.24773 0.75778
34 H -0.17682 -0.36131 3.76433
35 H -1.07477 -1.83582 4.29063
36 H 0.73995 -1.83350 4.17473
37 H -1.37910 -2.18192 0.63929
38 H -2.25789 -2.34799 2.20285
39 H -3.53162 -0.64894 3.12255
40 H -4.23768 1.78796 3.11370
41 H -3.10538 3.46089 1.61240
42 H -1.21440 2.64476 0.08946

Cartesian forces, eV/Å:
0.235 0.129 0.920
-0.745 0.939 0.381
-0.245 0.683 -0.986
0.736 -0.007 -0.764
0.878 -0.241 0.323
0.974 0.031 -2.325
-0.494 -0.282 1.152
-0.424 0.542 -2.118
0.334 -0.077 0.581
-0.501 -0.397 1.144
-0.173 0.008 -0.153
-0.388 0.067 0.125
0.062 -0.152 -0.169
0.353 -0.331 0.210
-0.131 -0.182 0.582
0.257 -0.474 0.028
0.198 -0.409 0.023
0.147 0.380 -0.601
-0.035 -0.111 -0.593
0.295 0.038 -0.101
-0.067 0.493 0.161
0.253 -0.523 0.001
0.157 0.049 -0.323
0.081 -0.067 0.139
-1.928 0.469 1.752
0.621 0.208 -0.451
0.587 -0.691 -0.423
0.536 -0.040 -0.493
-2.202 0.301 1.805
2.479 -0.337 -1.776
-0.569 -0.214 0.083
0.079 -0.719 -0.376
0.118 0.376 0.439
-0.148 -0.182 0.082
0.140 0.143 0.175
-0.362 0.057 0.338
-0.140 0.269 0.594
0.129 -0.085 -0.289
-0.305 0.387 0.171
-0.349 0.218 0.249
-0.144 -0.242 0.263
-0.298 -0.024 0.220

Results of the Löwdin charge analysis, in e, for atoms 1 through 4: -0.21 -0.24 -0.31 -0.34